(1)
33
Properties=species:S:1:pos:R:3:forces:R:3:lowdin_charge:R:1 method="wB97M-V/def2-TZVPD" lumo_energy_ev="-9.475 / -9.474" charge=+2
Cl -0.7724 -3.7016 0.5552 1.0 2.3 -0.8 -0.01
C 2.6373 -1.1053 -1.3378 -0.2 0.1 -1.5 -0.11
C 2.0242 0.0991 -1.8494 0.4 -1.0 -1.1 -0.13
C 0.9388 -0.2886 -2.7186 1.4 -0.8 -0.1 -0.10
H 2.3487 1.1176 -1.6449 -0.1 -0.2 0.0 0.15
C 0.8751 -1.7359 -2.7389 1.5 0.7 -0.6 -0.37
C 1.9379 -2.2328 -1.8977 0.3 1.0 -0.8 -0.08
H 2.1404 -3.2934 -1.7220 -0.1 0.4 0.1 0.16
H 3.5140 -1.1503 -0.6911 -0.3 0.0 0.0 0.15
H 0.2789 0.3703 -3.2868 0.1 -0.1 0.3 0.16
C -0.1390 -2.5569 -3.4613 -0.4 -0.3 0.3 0.01
Ce 0.3118 -0.9923 -0.4621 -4.4 -2.0 4.5 1.08
C -2.6044 -1.3559 -0.3486 -3.1 -0.2 1.2 -0.01
O -3.6773 -1.4610 0.0428 3.4 0.3 -1.3 0.14
C 0.8414 -1.6161 2.2824 -0.1 -1.0 3.7 -0.02
O 0.8156 -1.8929 3.3977 0.1 0.9 -3.9 0.15
H -1.1361 -2.0881 -3.4213 0.3 -0.1 -0.1 0.11
H -0.2143 -3.5567 -3.0114 0.0 0.2 -0.2 0.11
H 0.1293 -2.6720 -4.5214 0.0 0.1 0.3 0.13
C -1.2047 3.4140 0.8830 0.0 0.2 0.0 -0.13
P -0.6627 1.8809 1.5895 -0.4 0.0 0.5 0.67
C 0.8703 2.0790 2.4787 0.3 0.1 0.1 -0.13
C -1.9242 1.1769 2.6522 0.1 0.1 0.0 -0.12
O -0.4078 0.8825 0.4236 0.6 -0.9 -0.6 -0.53
H -1.4242 4.1394 1.6668 0.0 0.0 0.0 0.09
H -2.1044 3.2513 0.2896 0.0 0.0 0.0 0.08
H -0.4212 3.8149 0.2391 0.0 0.0 0.0 0.08
H 0.7146 2.7101 3.3636 0.1 -0.1 -0.2 0.09
H 1.2747 1.1069 2.8065 -0.3 0.4 -0.1 0.06
H 1.6103 2.5642 1.8248 -0.2 -0.1 0.2 0.08
H -2.8487 1.0405 2.0807 0.1 0.1 0.1 0.08
H -1.6026 0.2026 3.0424 0.0 0.2 -0.1 0.07
H -2.1193 1.8495 3.4945 0.0 -0.1 -0.1 0.09

=====

(2)
39
Properties=species:S:1:pos:R:3:forces:R:3:lowdin_charge:R:1 method="wB97M-V/def2-TZVPD" lumo_energy_ev="5.337 / 5.331" e_above_lowest_kcal_mol=20.8 multiplicity=3 s_squared=2.02 charge=-2
C -0.8073 0.8688 -1.9944 0.4 -0.5 -0.4 -0.34
C -1.0162 -0.5022 -2.4070 0.5 0.5 -0.1 -0.42
C 0.2158 -1.2083 -2.1545 0.1 1.2 -0.3 -0.40
C -2.2459 -1.0430 -3.0472 -0.1 -0.2 -0.2 -0.10
C 1.1944 -0.2417 -1.6896 -1.4 -0.1 -0.8 -0.29
C 0.5693 1.0183 -1.6166 -0.6 -0.7 -0.3 -0.25
C 1.2638 2.2935 -1.3052 0.1 0.1 0.6 -0.03
C -1.7943 1.9802 -2.1118 -0.1 0.1 0.1 -0.09
C 0.5467 -2.5999 -2.5287 0.0 -0.3 -0.1 -0.10
C 2.6452 -0.5003 -1.5735 0.5 -0.1 0.5 -0.07
Mo -0.8764 -0.6444 -0.2246 1.7 3.1 1.7 0.95
Cl -1.9149 -2.7344 -0.3593 -1.1 -1.2 -0.2 -0.08
Cl -3.0960 0.1287 0.3025 -0.7 -0.1 -0.2 -0.12
Cl 0.7144 -2.0315 0.8147 0.1 -0.6 0.4 0.11
H -3.0830 -0.3750 -2.8604 -0.1 0.0 0.0 0.06
H -2.4888 -2.0162 -2.6193 -0.1 0.1 -0.1 0.00
H -2.1120 -1.1543 -4.1254 0.0 0.0 -0.2 0.07
H -0.2802 -3.2544 -2.2782 -0.1 -0.2 0.0 0.02
H 1.4115 -2.9462 -1.9643 0.0 0.0 0.0 0.06
H 0.7552 -2.6803 -3.6025 0.1 0.0 0.0 0.08
H 2.8298 -1.4704 -1.1026 0.0 0.1 -0.1 0.06
H 3.1294 0.2338 -0.9247 -0.1 -0.1 -0.2 0.06
H 3.1256 -0.4845 -2.5667 -0.2 -0.1 0.2 0.09
H 1.9430 2.1528 -0.4562 -0.1 0.0 -0.1 0.08
H 0.5577 3.0716 -1.0194 0.0 0.0 0.0 0.07
H 1.8317 2.6425 -2.1795 0.0 -0.1 0.1 0.08
H -2.8082 1.6094 -1.9601 0.1 0.0 0.1 0.02
H -1.7511 2.4249 -3.1144 0.1 0.1 0.1 0.07
H -1.6035 2.7402 -1.3411 -0.1 -0.2 -0.3 0.08
O -0.5060 1.1290 0.9235 -0.3 -1.5 -0.6 -0.50
H -0.5908 0.9285 1.8765 0.3 0.0 -0.7 -0.06
F 2.7080 -1.0426 4.7767 0.4 -0.3 -0.4 0.07
C 2.8921 -1.1355 3.4327 -0.5 0.6 -0.3 -0.64
F 4.2159 -1.0978 3.1656 0.0 -0.4 0.4 0.08
F 2.4225 -2.3428 3.0550 0.6 0.7 0.4 0.04
S 2.0811 0.3584 2.6191 -0.8 0.3 -0.4 0.46
O 0.7017 0.1693 3.0808 1.3 0.0 0.0 -0.38
O 2.7477 1.5190 3.2038 0.0 -0.7 0.2 -0.35
O 2.3786 0.2007 1.1983 0.1 0.2 1.3 -0.41

=====

(3)
33
Properties=species:S:1:pos:R:3:forces:R:3:lowdin_charge:R:1 method="wB97M-V/def2-TZVPD" lumo_energy_ev="2.583 / 2.590" e_above_lowest_kcal_mol=0.0 multiplicity=4 s_squared=3.80 charge=-1
V 1.3204 0.0375 -0.5674 -1.8 1.2 0.8 0.50
Cl 1.1384 -1.9557 0.7365 -1.2 -0.4 0.8 0.27
C 1.7813 1.7130 0.7485 -0.1 -0.5 -0.4 -0.25
H 1.4054 2.6694 0.3002 0.4 -0.7 0.5 -0.03
H 2.8688 1.7535 0.9557 -0.5 0.3 0.1 -0.05
H 1.2278 1.4693 1.6772 0.2 0.4 -0.2 -0.04
Ti 3.1972 -2.0109 -0.0563 0.4 1.7 -1.3 0.49
C 4.3703 -1.7069 1.5627 0.7 0.0 0.6 -0.26
C 3.2238 -3.9378 -0.6830 0.1 -0.7 -0.3 -0.29
C 3.1546 -0.5065 -1.4035 0.8 0.2 -0.8 -0.41
H 2.4612 -4.1038 -1.4532 0.1 -0.1 0.1 -0.01
H 4.2036 -4.2377 -1.0709 0.0 -0.1 0.0 -0.01
H 2.9760 -4.5237 0.2163 0.1 0.0 -0.2 -0.01
H 4.3418 -0.6568 1.8870 0.0 -0.2 0.0 0.00
H 3.9511 -2.3621 2.3473 0.3 0.2 -0.1 0.00
H 5.4135 -1.9883 1.3511 -0.1 0.0 0.2 0.00
H 3.8896 0.3318 -1.2242 -0.5 -0.7 -0.1 -0.02
H 2.7968 -0.4365 -2.4852 0.7 -0.4 0.9 -0.02
O -3.1610 -0.3087 1.3843 0.2 0.0 -0.5 0.04
C -3.6340 0.6204 0.5382 -0.2 0.3 0.0 -0.26
C -5.0018 0.9402 0.6569 0.1 0.2 -0.2 -0.03
C -5.5669 1.9576 -0.1015 0.6 0.1 -0.2 -0.11
C -4.7521 2.6918 -0.9847 0.1 0.0 -0.1 -0.11
C -3.3980 2.3601 -1.1299 -0.6 0.1 -0.1 -0.03
C -2.8287 1.3065 -0.4204 -0.7 0.1 0.4 -0.08
C -1.4131 0.9180 -0.6073 1.8 -0.6 0.1 -0.55
O -0.6061 1.4374 -1.4413 -1.2 -0.7 0.9 -0.05
O -1.0268 -0.0388 0.1779 0.4 0.8 -1.0 -0.15
H -2.1908 -0.4292 1.0980 -0.3 0.2 0.0 0.07
H -5.5876 0.3627 1.3655 0.1 0.1 -0.1 0.11
H -6.6301 2.2009 0.0006 0.4 -0.1 0.0 0.10
H -5.1769 3.5171 -1.5676 0.2 -0.3 0.3 0.09
H -2.7476 2.9160 -1.8073 -0.2 -0.2 0.1 0.11

=====

(4)
34
Properties=species:S:1:pos:R:3:forces:R:3:lowdin_charge:R:1 method="wB97M-V/def2-TZVPD" lumo_energy_ev="-8.473 / -12.270" e_above_lowest_kcal_mol=32.8 multiplicity=5 s_squared=6.02 charge=+2
O -0.0770 5.5218 -5.6746 -0.2 -2.7 1.3 0.03
C -0.1536 4.5057 -5.1512 0.2 2.7 -1.3 -0.02
Co -0.1827 1.1956 -1.3608 1.8 -4.6 0.3 0.28
O 0.8284 3.4043 0.3397 -1.3 -0.2 -0.9 0.23
C 0.2770 2.6258 -0.3416 1.3 2.2 1.9 -0.23
C 0.6281 -2.1076 -2.6787 0.0 -1.1 -2.2 0.05
O 0.6222 -2.7980 -3.5814 0.0 1.3 1.9 0.13
C 1.4157 1.2901 -2.0991 7.8 0.4 -4.1 -0.05
O 2.5045 1.3646 -2.4771 -4.1 -0.2 1.6 0.28
C -1.6549 0.8201 -2.2036 -8.9 -1.5 -5.2 -0.04
O -2.6420 0.5302 -2.7422 4.5 1.0 2.4 0.27
H -0.6859 2.5079 -1.0440 -1.3 4.9 1.4 0.08
C -2.5441 -0.0607 1.1648 -0.2 0.0 0.0 -0.10
C -1.1002 0.3033 1.5179 -0.2 0.8 -0.7 -0.32
P 0.0702 -0.2156 0.1940 0.5 -3.5 4.7 0.97
C 1.7771 0.0445 0.8425 0.7 1.0 -1.0 -0.32
C 2.0694 -0.4585 2.2499 -0.2 -0.4 0.6 -0.08
C -0.0723 -2.0513 0.2453 -0.2 -0.2 -1.0 -0.37
C -0.3122 -2.7160 1.5986 -0.1 0.2 0.5 -0.09
H -2.8638 0.4280 0.2323 0.0 -0.1 0.3 0.06
H -3.2092 0.2881 1.9663 0.1 -0.2 -0.3 0.11
H -2.6807 -1.1434 1.0382 0.0 0.3 0.1 0.08
H -0.9895 1.3925 1.6133 -0.1 -0.2 0.3 0.09
H -0.7744 -0.1547 2.4602 0.1 0.0 -0.3 0.10
H 2.4308 -0.4575 0.1145 -0.1 0.1 0.1 0.11
H 1.9802 1.1225 0.7624 0.1 -0.3 0.2 0.08
H 2.2189 -1.5422 2.2749 0.0 0.3 0.0 0.08
H 2.9975 0.0037 2.6059 -0.2 0.0 -0.2 0.11
H 1.2825 -0.1930 2.9620 0.2 0.0 0.0 0.08
H -0.8872 -2.2894 -0.4488 0.1 -0.2 0.1 0.08
H 0.8543 -2.4291 -0.2007 -0.2 0.1 0.0 0.07
H -1.1939 -2.3231 2.1092 0.1 -0.1 0.0 0.07
H -0.4763 -3.7874 1.4414 0.0 0.2 -0.1 0.11
H 0.5429 -2.6211 2.2707 -0.2 0.0 -0.1 0.07

=====

(5)
37
Properties=species:S:1:pos:R:3:forces:R:3:lowdin_charge:R:1 method="wB97M-V/def2-TZVPD" lumo_energy_ev=-2.766 charge=+1
C 5.1295 1.4299 2.4244 0.0 0.1 -0.1 0.18
C 4.0700 1.6708 1.9272 -0.3 0.2 0.5 -0.14
N 2.7860 1.9938 1.5415 0.6 -0.5 -0.8 0.00
C 2.6982 3.2740 0.8159 0.2 0.1 0.2 -0.10
O 2.6344 4.3752 1.7079 -0.5 -0.2 0.1 0.08
C 1.6212 4.3747 2.6172 0.2 0.9 0.1 -0.67
F 0.5056 3.7770 2.1432 0.3 0.1 0.2 0.15
F 1.3177 5.6519 2.9099 0.2 -0.9 -0.1 0.18
F 1.9731 3.7581 3.7588 -0.3 0.1 -0.5 0.17
C 2.1272 0.9211 0.8839 -0.5 -0.3 0.1 -0.50
O 2.6342 0.0184 0.3035 0.1 0.1 0.0 0.20
O 0.7572 1.0252 0.9804 0.0 0.6 -0.3 -0.12
N 0.3561 0.7930 2.3373 0.4 -0.8 0.7 0.10
H 6.0667 1.2503 2.8948 0.0 -0.1 -0.1 0.04
H 3.6169 3.4271 0.2545 0.0 0.1 0.1 0.16
H 1.8669 3.2683 0.1127 -0.2 -0.1 0.3 0.15
H 0.7778 1.5020 2.9300 -0.2 0.3 -0.2 0.08
H -0.6505 0.8773 2.3546 0.0 0.4 -0.2 0.09
C -3.9707 -4.2961 -1.9089 0.0 0.2 0.0 -0.06
C -2.5231 -4.2589 -1.4494 -0.2 -0.2 -0.2 -0.15
N -2.0038 -2.8845 -1.3632 0.1 0.0 0.0 -0.05
C -1.4580 -2.2946 -0.2458 -0.1 -0.1 0.0 0.02
C -1.0656 -1.0470 -0.6028 0.0 0.1 -0.1 0.02
N -1.3795 -0.8996 -1.9331 0.0 0.0 -0.1 -0.08
C -1.9430 -2.0217 -2.3716 0.0 0.0 0.1 -0.02
C -1.1333 0.2908 -2.7485 -0.1 0.0 -0.1 0.04
H -4.0866 -3.8665 -2.9044 0.0 -0.1 0.0 0.07
H -4.3183 -5.3263 -1.9474 0.0 0.0 0.0 0.09
H -4.6115 -3.7396 -1.2250 0.0 0.0 0.0 0.09
H -1.8819 -4.8139 -2.1334 0.0 0.0 0.0 0.13
H -2.4232 -4.7076 -0.4642 0.1 0.1 0.0 0.13
H -1.4018 -2.8345 0.6822 0.1 0.1 0.1 0.14
H -0.5875 -0.2428 -0.0673 0.1 -0.2 0.1 0.11
H -2.2878 -2.1991 -3.3756 0.0 0.0 0.0 0.17
H -2.0803 0.6952 -3.0979 0.0 0.0 0.0 0.11
H -0.5090 0.0257 -3.5981 0.0 0.0 0.0 0.11
H -0.6232 1.0330 -2.1434 0.0 0.0 0.1 0.10

=====

(6)
31
Properties=species:S:1:pos:R:3:forces:R:3:lowdin_charge:R:1 method="wB97M-V/def2-TZVPD" lumo_energy_ev=0.764 e_above_lowest_kcal_mol=52.0
C -0.9910 -1.0828 0.4659 1.2 1.1 -0.1 -0.03
C -2.3320 -0.7660 0.3705 1.9 0.2 0.0 -0.03
C -0.5894 1.2413 0.0398 0.8 0.4 0.2 -0.01
C -1.9044 1.5482 0.0528 -2.7 -0.4 0.1 -0.24
C -0.0592 -0.0839 0.3341 0.6 3.0 -1.0 -0.25
C -2.8137 0.4740 0.1750 -1.0 0.5 0.4 -0.26
C -2.4331 2.9798 0.0311 1.5 -0.2 0.5 -0.04
C 2.2002 0.7246 -1.6350 -2.0 4.0 0.5 -0.08
C 1.9035 -2.8197 1.3203 -2.9 4.9 2.8 0.02
C 2.0583 0.9198 -0.0772 2.8 -1.4 -1.6 -0.26
C 1.8425 -2.0020 0.0557 -0.7 3.3 1.1 -0.46
N 1.3312 -0.1967 0.4250 -1.7 -4.0 1.0 0.00
O -4.1910 0.6780 0.1423 1.8 3.0 -1.4 0.06
O 1.0509 -2.6046 -0.8518 0.8 -0.7 0.9 0.09
F 3.0643 -1.7253 -0.4156 0.7 -0.4 -0.2 0.08
H -0.5690 -2.0454 0.5936 -0.6 -1.0 0.3 0.08
H -2.9133 -1.5756 0.5027 -2.6 -2.5 0.3 0.08
H -0.0676 2.1973 -0.1671 0.5 -1.3 0.3 0.10
H -3.2130 3.0710 -0.7170 -0.8 0.0 0.6 0.06
H -2.7199 3.2259 1.1691 0.5 0.1 -2.9 0.14
H -1.6012 3.5762 -0.4822 -0.9 -0.2 1.5 0.09
H 2.6231 1.6783 -2.0424 0.0 -0.9 0.0 0.08
H 2.7171 -0.1125 -2.0154 0.6 -0.9 0.1 0.04
H 1.1502 0.7564 -1.9980 0.5 -0.4 -0.2 0.07
H 2.6760 -3.4299 1.2394 3.2 -3.4 -0.5 0.03
H 2.1880 -2.1463 2.2651 -0.7 -1.1 -2.2 0.15
H 0.9214 -3.2594 1.5501 0.7 -0.1 -0.2 0.09
H 3.1066 0.8381 0.2798 -0.6 0.3 0.3 0.11
H 1.6343 1.8947 0.2752 0.6 -1.1 -0.6 0.11
H -4.7074 0.0262 0.5287 -0.9 -2.2 1.2 0.06
H 0.6376 -1.9797 -1.4145 -0.6 1.2 -1.1 0.10